Record 1
101
Properties=species:S:1:pos:R:3 method="wB97M-V/def2-TZVPD" spin_multiplicity=1 homo_ev=-10.14 orbital_gap_ha=0.3713 max_force_ha_per_bohr=0.072 e_above_lowest_kcal_mol=39.9
C 2.619 -0.631 -3.218
C 1.843 -0.301 -1.979
O 1.113 0.866 -2.109
P -0.355 0.796 -2.797
O -1.165 -0.397 -2.471
O 0.013 1.040 -4.334
C -0.639 0.350 -5.361
C -2.000 0.962 -5.728
O -1.039 2.197 -2.350
C -0.426 3.434 -2.445
C -1.061 4.304 -3.532
H 3.467 0.049 -3.295
H 3.031 -1.640 -3.228
H 1.967 -0.504 -4.082
H 1.168 -1.120 -1.732
H 2.492 -0.166 -1.114
H 0.010 0.271 -6.233
H -0.771 -0.679 -5.026
H -2.546 1.285 -4.842
H -1.710 1.818 -6.338
H -2.606 0.309 -6.356
H -0.462 3.865 -1.445
H 0.604 3.330 -2.785
H -2.098 4.513 -3.269
H -0.537 5.249 -3.672
H -1.095 3.709 -4.444
C -3.886 -5.159 6.428
C -4.692 -4.170 5.672
O -4.787 -4.566 4.301
P -5.104 -3.419 3.238
O -6.147 -2.457 3.644
O -3.699 -2.757 2.856
C -3.540 -1.981 1.736
C -2.353 -1.019 1.892
O -5.416 -4.292 1.907
C -6.710 -4.696 1.560
C -6.829 -5.124 0.112
H -4.274 -6.177 6.398
H -2.863 -5.246 6.059
H -3.770 -4.841 7.464
H -5.705 -4.079 6.064
H -4.213 -3.194 5.757
H -3.312 -2.626 0.888
H -4.440 -1.389 1.569
H -2.193 -0.622 0.889
H -2.497 -0.183 2.576
H -1.470 -1.534 2.271
H -7.124 -5.509 2.157
H -7.435 -3.885 1.616
H -7.869 -5.150 -0.215
H -6.270 -4.476 -0.563
H -6.371 -6.086 -0.121
C 2.151 8.807 -3.014
C 2.000 7.367 -3.510
O 3.243 6.696 -3.508
P 3.856 5.903 -2.197
O 3.902 6.687 -0.907
O 3.088 4.511 -2.078
C 3.131 3.633 -0.992
C 4.517 2.893 -0.883
O 5.288 5.418 -2.792
C 6.303 6.303 -3.220
C 6.841 5.924 -4.569
H 2.973 9.280 -3.551
H 1.237 9.385 -3.150
H 2.435 8.790 -1.962
H 1.362 6.785 -2.845
H 1.655 7.381 -4.544
H 2.787 4.181 -0.115
H 2.368 2.871 -1.153
H 5.218 3.723 -0.789
H 4.537 2.283 0.020
H 4.716 2.327 -1.793
H 5.942 7.327 -3.315
H 7.110 6.202 -2.494
H 7.227 4.905 -4.602
H 6.072 6.146 -5.308
H 7.723 6.520 -4.804
C -0.486 -5.862 3.930
C -0.420 -7.196 4.727
C 0.077 -6.953 6.204
F -0.602 -6.022 6.935
F 0.006 -8.095 6.862
F -1.587 -7.818 4.727
F 0.382 -8.128 4.170
O 0.821 -5.229 4.035
C 1.236 -4.314 3.009
C 2.269 -3.364 3.630
F 2.846 -2.431 2.897
F 1.858 -2.745 4.733
F 1.699 -5.045 1.989
F 0.216 -3.633 2.500
H -1.230 -5.168 4.321
H -0.845 -5.992 2.909
H 1.095 -6.564 6.201
H 3.107 -3.956 3.997
C 1.048 1.575 1.477
Br -0.769 2.341 1.705
Br 1.068 -0.132 2.347
Br 2.341 2.771 2.366
H 1.338 1.439 0.435



Record 2
22
Properties=species:S:1:pos:R:3 method="wB97M-V/def2-TZVPD" spin_multiplicity=1 homo_ev=-12.82 orbital_gap_ha=0.3489 max_force_ha_per_bohr=0.085 total_charge=+1 e_above_lowest_kcal_mol=61.5
C 1.679 1.322 0.551
C 1.999 0.074 -0.370
C 0.839 -0.770 -0.775
C 0.314 -1.729 0.002
C -0.971 -2.356 -0.247
C -2.059 -2.169 0.477
N 0.554 2.130 -0.199
H 2.539 2.031 0.421
H 1.393 0.887 1.599
H 2.702 0.363 -1.151
H 2.786 -0.473 0.179
H 0.366 -0.571 -1.734
H 0.849 -1.818 0.962
H -0.857 -2.999 -1.167
H -1.831 -1.735 1.420
H -3.101 -2.391 0.292
H 0.040 2.617 0.543
H -0.309 1.482 -0.345
H 0.851 2.513 -1.101
H -2.476 1.885 1.153
H -2.149 1.190 -0.213
O -1.935 1.985 0.340



Please write out number 1 again, unchanged.
101
Properties=species:S:1:pos:R:3 method="wB97M-V/def2-TZVPD" spin_multiplicity=1 homo_ev=-10.14 orbital_gap_ha=0.3713 max_force_ha_per_bohr=0.072 e_above_lowest_kcal_mol=39.9
C 2.619 -0.631 -3.218
C 1.843 -0.301 -1.979
O 1.113 0.866 -2.109
P -0.355 0.796 -2.797
O -1.165 -0.397 -2.471
O 0.013 1.040 -4.334
C -0.639 0.350 -5.361
C -2.000 0.962 -5.728
O -1.039 2.197 -2.350
C -0.426 3.434 -2.445
C -1.061 4.304 -3.532
H 3.467 0.049 -3.295
H 3.031 -1.640 -3.228
H 1.967 -0.504 -4.082
H 1.168 -1.120 -1.732
H 2.492 -0.166 -1.114
H 0.010 0.271 -6.233
H -0.771 -0.679 -5.026
H -2.546 1.285 -4.842
H -1.710 1.818 -6.338
H -2.606 0.309 -6.356
H -0.462 3.865 -1.445
H 0.604 3.330 -2.785
H -2.098 4.513 -3.269
H -0.537 5.249 -3.672
H -1.095 3.709 -4.444
C -3.886 -5.159 6.428
C -4.692 -4.170 5.672
O -4.787 -4.566 4.301
P -5.104 -3.419 3.238
O -6.147 -2.457 3.644
O -3.699 -2.757 2.856
C -3.540 -1.981 1.736
C -2.353 -1.019 1.892
O -5.416 -4.292 1.907
C -6.710 -4.696 1.560
C -6.829 -5.124 0.112
H -4.274 -6.177 6.398
H -2.863 -5.246 6.059
H -3.770 -4.841 7.464
H -5.705 -4.079 6.064
H -4.213 -3.194 5.757
H -3.312 -2.626 0.888
H -4.440 -1.389 1.569
H -2.193 -0.622 0.889
H -2.497 -0.183 2.576
H -1.470 -1.534 2.271
H -7.124 -5.509 2.157
H -7.435 -3.885 1.616
H -7.869 -5.150 -0.215
H -6.270 -4.476 -0.563
H -6.371 -6.086 -0.121
C 2.151 8.807 -3.014
C 2.000 7.367 -3.510
O 3.243 6.696 -3.508
P 3.856 5.903 -2.197
O 3.902 6.687 -0.907
O 3.088 4.511 -2.078
C 3.131 3.633 -0.992
C 4.517 2.893 -0.883
O 5.288 5.418 -2.792
C 6.303 6.303 -3.220
C 6.841 5.924 -4.569
H 2.973 9.280 -3.551
H 1.237 9.385 -3.150
H 2.435 8.790 -1.962
H 1.362 6.785 -2.845
H 1.655 7.381 -4.544
H 2.787 4.181 -0.115
H 2.368 2.871 -1.153
H 5.218 3.723 -0.789
H 4.537 2.283 0.020
H 4.716 2.327 -1.793
H 5.942 7.327 -3.315
H 7.110 6.202 -2.494
H 7.227 4.905 -4.602
H 6.072 6.146 -5.308
H 7.723 6.520 -4.804
C -0.486 -5.862 3.930
C -0.420 -7.196 4.727
C 0.077 -6.953 6.204
F -0.602 -6.022 6.935
F 0.006 -8.095 6.862
F -1.587 -7.818 4.727
F 0.382 -8.128 4.170
O 0.821 -5.229 4.035
C 1.236 -4.314 3.009
C 2.269 -3.364 3.630
F 2.846 -2.431 2.897
F 1.858 -2.745 4.733
F 1.699 -5.045 1.989
F 0.216 -3.633 2.500
H -1.230 -5.168 4.321
H -0.845 -5.992 2.909
H 1.095 -6.564 6.201
H 3.107 -3.956 3.997
C 1.048 1.575 1.477
Br -0.769 2.341 1.705
Br 1.068 -0.132 2.347
Br 2.341 2.771 2.366
H 1.338 1.439 0.435